## i
20
Properties=species:S:1:pos:R:3 method="wB97M-V/def2-TZVPD" homo_energy_ev=-7.97 gap_ev=8.388 lumo_ev=0.417
C -1.2775 -1.4286 0.3623
C -0.4271 1.0004 -1.3327
C -1.0399 -1.0982 1.6745
C 1.0811 -0.8091 -1.5295
C 0.0723 2.0011 -0.2898
N -0.0138 -0.3650 -1.0555
C 1.5096 -0.2630 1.7469
N 1.9679 0.1309 2.7227
H -1.0256 -2.4298 0.0313
H -2.1699 -1.0535 -0.1156
H -1.5242 0.9875 -1.3341
H -0.0997 1.2982 -2.3398
H -1.5415 -0.2649 2.1387
H -0.5706 -1.7948 2.3519
H 1.3299 -1.8540 -1.4297
H 1.4362 -0.5796 0.7168
H 1.6880 -0.2351 -2.2129
H -0.3102 2.9915 -0.5354
H -0.2522 1.7217 0.7152
H 1.1671 2.0442 -0.2852

## ii
20
Properties=species:S:1:pos:R:3 method="wB97M-V/def2-TZVPD" homo_energy_ev=-8.60 gap_ev=9.490 lumo_ev=0.889
C -0.0090 1.4214 1.9599
C -0.6729 2.0621 -1.5103
C -0.5692 1.6460 0.5841
C -1.8940 1.7870 0.2980
N 0.1523 1.6879 -0.5727
N -1.9415 2.1164 -1.0458
H -0.4962 2.2072 -2.5640
H -2.7760 2.4102 -1.5205
H -2.8252 1.8982 0.8244
H 0.8045 0.6985 2.0018
H -0.8197 1.1417 2.6206
H 0.5250 2.3587 2.1081
C 0.9957 -2.8980 0.3012
C 1.6397 -2.4469 -1.0242
H 0.2758 -3.6708 0.0353
H 1.7825 -3.2801 0.9512
H 0.4884 -2.0525 0.7636
H 2.3696 -3.1633 -1.3855
H 0.9020 -2.4778 -1.8195
H 2.0682 -1.4458 -1.0059

## iii
20
Properties=species:S:1:pos:R:3 method="wB97M-V/def2-TZVPD" homo_energy_ev=-7.94 gap_ev=8.947 lumo_ev=1.006
C 2.0384 -0.6589 -0.8844
C 1.0915 -0.7512 0.2888
N 0.4984 1.8267 0.1432
N 1.4501 -1.3223 1.3980
H 0.2106 2.6891 0.6025
H 1.4120 1.5984 0.5267
H 2.3994 -1.7009 1.3166
H 1.5337 -0.3176 -1.7918
H 2.8372 0.0477 -0.6408
H 2.4806 -1.6415 -1.0743
C -1.3278 -1.5361 0.0852
C -1.9717 1.5594 -0.0614
C -0.6035 0.9274 -0.0428
C -0.3688 -0.3906 0.0450
H -0.9801 -2.3334 -0.5825
H -2.3359 -1.2534 -0.2286
H -1.3882 -1.9533 1.0959
H -2.7699 0.8546 0.1844
H -2.0331 2.3732 0.6704
H -2.1731 1.9827 -1.0503

What should be chosen as the least stable of them? Choose i.

## i
20
Properties=species:S:1:pos:R:3 method="wB97M-V/def2-TZVPD" homo_energy_ev=-8.31 gap_ev=9.390 lumo_ev=1.085
C 1.0250 0.0914 -0.3046
C 0.1641 -0.1587 0.8636
C 1.2718 -1.0756 -1.2415
C -2.1274 -0.7677 -0.4683
C -1.3558 0.2756 0.2711
C -1.8318 1.4714 0.5736
N 2.5311 0.5081 0.3179
N 2.5448 1.1518 1.3612
H 0.7921 1.0036 -0.8614
H 3.5140 1.4642 1.5831
H 0.3746 0.5087 1.6958
H 0.1377 -1.2073 1.1537
H 1.4787 -1.9881 -0.6848
H 2.1445 -0.8680 -1.8602
H 0.4315 -1.2323 -1.9135
H -2.0741 -1.7300 0.0421
H -1.7320 -0.8980 -1.4770
H -3.1781 -0.4890 -0.5623
H -2.8615 1.7468 0.3832
H -1.2492 2.1932 1.1285

## ii
20
Properties=species:S:1:pos:R:3 method="wB97M-V/def2-TZVPD" homo_energy_ev=-8.32 gap_ev=8.942 lumo_ev=0.617
C 0.3074 0.3424 -0.1286
C 1.3199 0.3293 -1.2342
C -0.4580 0.9200 0.9347
C -0.5971 -0.4380 0.4986
C 1.5274 -1.0617 -1.7672
C -1.3399 2.0438 0.4060
N -0.4349 -2.6416 2.3995
N -0.9756 -1.9316 3.2373
H 1.0643 1.0898 -2.0229
H -0.1898 1.2572 1.9233
H -1.1802 -1.2866 0.7608
H 0.7507 -1.3250 -2.3364
H 1.8000 -1.8271 -0.9690
H 2.2827 -0.9814 -2.4801
H -2.2216 1.6747 -0.0490
H -0.8524 2.6055 -0.3195
H -1.6543 2.6539 1.2260
H 2.2613 0.7625 -0.7274
H -1.0178 -3.0318 1.5620
H -1.9912 -1.9163 3.4282

What should be chosen as the least stable of them? Choose ii.

## i
14
Properties=species:S:1:pos:R:3 method="wB97M-V/def2-TZVPD" homo_energy_ev=-8.44 gap_ev=9.034 lumo_ev=0.599
C 1.6023 -0.5746 -0.7790
C -1.8904 -0.0904 0.5193
C 0.3316 0.2152 -0.4114
N 0.4669 1.4519 0.1094
O 1.5178 -1.7266 -0.0268
N -0.6763 -0.5804 -0.1079
H 0.0920 -1.6787 0.1192
H 1.4056 1.8044 0.2371
H -0.2123 1.8131 0.7639
H 1.5438 -0.7986 -1.8642
H 2.4881 0.0630 -0.5862
H -2.7021 -0.7913 0.3202
H -1.7550 0.0231 1.6003
H -2.2121 0.8698 0.1059

## ii
14
Properties=species:S:1:pos:R:3 method="wB97M-V/def2-TZVPD" homo_energy_ev=-6.95 gap_ev=7.357 lumo_ev=0.404
C -2.3339 0.8363 0.5557
N -1.4689 -0.4407 0.2166
C -0.1939 -0.2763 -0.5077
O -0.2077 -0.1404 -1.7080
N 0.9043 -0.3038 0.2826
C 2.2208 -0.0902 -0.2918
H -1.6798 1.3912 1.2537
H -2.0611 -0.9956 -0.3997
H -2.2896 1.3746 -0.4071
H -1.3551 -0.9700 1.0823
H 0.8043 -0.2478 1.2844
H 2.5623 0.9427 -0.1631
H 2.9420 -0.7755 0.1622
H 2.1565 -0.3044 -1.3599

## iii
14
Properties=species:S:1:pos:R:3 method="wB97M-V/def2-TZVPD" homo_energy_ev=-8.78 gap_ev=9.078 lumo_ev=0.294
C 2.3406 -0.1630 1.5339
C 1.3544 -0.0582 0.6906
C 1.4544 -0.1922 -0.8259
N -2.1666 -1.0661 -1.0053
N -3.2915 0.8079 -0.4918
O -2.5883 -0.4467 -0.1340
H 3.4529 -0.4529 1.2988
H 2.1466 -0.0961 2.6140
H 0.4058 0.1896 1.1671
H 0.6303 -0.9073 -1.1254
H 2.4358 -0.5591 -1.0672
H 1.2686 0.7617 -1.4273
H -3.9937 1.0757 0.2152
H -3.4492 1.1066 -1.4426

## iv
14
Properties=species:S:1:pos:R:3 method="wB97M-V/def2-TZVPD" homo_energy_ev=-9.32 gap_ev=10.274 lumo_ev=0.952
N -1.8154 -1.1970 0.5322
C -0.3513 -1.3533 0.7238
C 0.4073 -0.1974 0.1162
N -0.1245 1.0641 -0.1737
C 0.7062 2.1143 -0.8181
O 1.5302 -0.4490 -0.3219
H -2.1899 -1.3596 -0.4691
H -2.4648 -1.6986 1.1251
H -0.3309 -1.6981 1.7135
H 0.0372 -2.2736 0.2251
H -1.0323 1.3047 0.3549
H 1.7727 1.7430 -0.9299
H 0.4396 2.1136 -1.8398
H 0.5329 3.0088 -0.2451

What should be chosen as the least stable of them? Choose iii.